11 unconnected molecules or ions with the total composition C54H130N10O10S, computed with wB97M-V/def2-TZVPD.

Calculated values
HOMO-LUMO gap in eV: 7.9065
Spin multiplicity: 1
Total charge: +2

Last column: Löwdin charge in e.
Positions of all 205 atoms, in Å:
N 1.1301 6.7719 -1.9448  0.1091
H 1.3350 5.2585 -1.9201  0.0728
H 1.8865 7.4471 -1.8771  0.0879
H 0.4082 7.1443 -1.3594  0.0308
H 0.8511 7.0280 -2.8863  0.0797
N 3.4688 0.4696 -5.2976  0.3055
H 3.0859 -0.1319 -4.4759  0.1137
H 4.4668 0.3941 -5.3803  0.1361
H 3.2316 1.3887 -5.0121  0.1033
H 2.9660 0.2345 -6.1291  0.1158
N -0.7173 0.2006 0.5673  0.1087
H -2.4751 -0.3874 0.5962  0.1079
H -0.6307 1.0519 1.0886  0.0232
H -0.3730 0.4194 -0.3787  0.0432
H -0.0209 -0.4489 0.9514  0.0142
N 5.0338 3.9033 0.7479  0.0595
H 4.0995 3.6068 1.0768  0.0229
H 5.5325 3.0091 0.7275  0.0609
H 5.5690 4.4929 1.3659  0.0698
H 4.3361 4.0826 -0.6886  0.0376
S 2.4619 3.2784 -1.4880  0.4862
O 1.2691 4.1735 -1.7833  -0.2347
O 3.7670 4.0700 -1.5508  -0.1748
O 2.5062 2.7153 -0.0846  -0.3351
O 2.4528 2.2848 -2.5251  -0.3008
C -0.0554 -4.9401 1.4067  -0.0230
C -0.3674 -5.9977 2.5100  -0.4960
C -1.8066 -5.6958 2.9791  -0.1513
C -2.8888 -5.9891 1.9659  -0.1829
C -2.7035 -7.4596 1.6090  -0.1329
C -1.3208 -7.8398 1.0760  -0.5493
N -0.3134 -7.4029 2.0351  -0.0418
O 1.0204 -7.6180 1.4186  -0.0266
C -1.2594 -9.3268 0.9091  -0.0426
C -1.1480 -7.1873 -0.3250  -0.0099
C 0.5308 -5.8204 3.7059  -0.0286
H 0.7043 -5.3325 0.7186  0.0566
H 0.3864 -4.0909 1.9263  0.0734
H -0.9524 -4.7344 0.8514  0.0421
H -1.9690 -6.3340 3.8366  0.1215
H -1.9039 -4.6477 3.2848  0.1222
H -2.8601 -5.3516 1.0904  0.0748
H -3.7827 -5.8115 2.5702  0.1183
H -3.3011 -7.7977 0.7501  0.1266
H -2.9005 -8.1346 2.4750  0.1425
H -0.9112 -9.7285 1.8591  0.0899
H -2.2704 -9.7305 0.8474  0.0861
H -0.6851 -9.8453 0.1382  0.0928
H -1.8380 -6.3350 -0.3614  0.0645
H -0.0863 -6.9059 -0.3585  0.0712
H -1.3468 -7.9047 -1.1166  0.0863
H 1.5515 -6.0929 3.5398  0.0796
H 0.1553 -6.4764 4.5270  0.1058
H 0.3906 -4.8292 4.0826  0.0633
H 1.4411 -8.2530 1.9944  0.0968
C -0.4341 3.8642 -4.6262  -0.0132
C -1.7470 3.0274 -4.4840  -0.4689
C -2.5550 3.1084 -5.7955  -0.1383
C -1.8965 2.3835 -6.9359  -0.1928
C -1.8351 0.9562 -6.5808  -0.1404
C -1.0308 0.6661 -5.2839  -0.5094
N -1.5823 1.5654 -4.2643  -0.0439
O -0.8546 1.3575 -3.0037  -0.0757
C -1.3638 -0.7222 -4.8326  -0.0409
C 0.5108 0.7832 -5.5377  -0.0249
C -2.5999 3.5987 -3.3000  -0.0112
H 0.0748 3.7917 -5.6014  0.0761
H 0.3022 3.6277 -3.8701  0.0386
H -0.7030 4.9235 -4.5147  0.0862
H -3.5096 2.6319 -5.6031  0.1209
H -2.6840 4.1608 -6.0595  0.1331
H -0.9234 2.8887 -7.0475  0.1008
H -2.3410 2.5534 -7.9116  0.1251
H -1.4815 0.2296 -7.3154  0.1298
H -2.8436 0.5421 -6.3887  0.1308
H -0.8660 -0.9374 -3.8759  0.0676
H -2.4383 -0.8842 -4.7611  0.0883
H -0.9794 -1.4454 -5.5687  0.0995
H 0.7982 1.6105 -6.2300  0.0914
H 1.0536 0.9426 -4.5856  0.0646
H 0.7454 -0.1181 -6.0507  0.0680
H -2.1046 3.2925 -2.3876  0.0532
H -3.6224 3.2030 -3.2929  0.0912
H -2.5318 4.6989 -3.3362  0.0872
H -0.2176 2.0870 -2.8196  0.0614
C 4.7142 -0.7624 -1.0468  -0.0369
C 4.6351 -1.9670 -1.9231  -0.5070
C 5.1393 -3.2969 -1.1873  -0.0890
C 4.0383 -3.8682 -0.2448  -0.1521
C 2.8320 -4.1274 -1.0832  -0.1438
C 2.2241 -2.8248 -1.7152  -0.4868
N 3.2875 -2.2179 -2.5136  -0.0455
O 2.8137 -0.9592 -3.0404  -0.0912
C 1.0816 -3.3543 -2.6403  -0.0082
C 1.5159 -2.0367 -0.5912  -0.0229
C 5.5356 -1.7638 -3.1304  -0.0429
H 5.6660 -0.7711 -0.5001  0.1075
H 3.9545 -0.7103 -0.2975  0.0527
H 4.6424 0.2327 -1.5016  0.0831
H 5.4287 -4.0289 -1.9447  0.1190
H 6.0653 -3.0343 -0.6341  0.1250
H 3.8453 -3.1577 0.5562  0.1061
H 4.4032 -4.7965 0.1715  0.1165
H 2.0442 -4.5091 -0.4433  0.0804
H 2.9455 -4.8270 -1.9015  0.1292
H 0.5883 -4.1541 -2.0545  0.0915
H 0.4136 -2.5441 -2.8632  0.0433
H 1.6380 -3.7452 -3.5166  0.1021
H 1.0058 -2.8421 0.0043  0.0881
H 2.2118 -1.5237 0.0886  0.0589
H 0.7983 -1.2945 -0.9107  0.0453
H 6.5345 -2.1390 -2.7819  0.1044
H 5.5622 -0.7097 -3.4219  0.0633
H 5.2031 -2.4297 -3.9585  0.1035
H 2.7078 -0.2657 -2.3241  0.1088
C -3.5509 0.9488 2.3746  -0.0258
C -4.3414 0.1266 1.3595  -0.4752
C -4.5309 1.0935 0.2594  -0.1003
C -5.1106 0.3900 -1.0322  -0.1209
C -4.0938 -0.5604 -1.5240  -0.1681
C -3.6905 -1.6542 -0.5938  -0.4253
N -3.3653 -0.9332 0.7782  -0.0158
O -2.8926 -1.7653 1.8172  0.0379
C -4.7092 -2.7649 -0.3595  0.0026
C -2.3656 -2.2663 -1.0746  -0.0073
C -5.5781 -0.4575 2.0299  0.0048
H -4.2466 1.6464 2.8251  0.1058
H -2.6718 1.4456 2.0249  0.0537
H -3.0687 0.2897 3.1147  0.0996
H -5.0437 1.8871 0.7859  0.1292
H -3.4872 1.4251 0.0456  0.1274
H -5.3115 0.9865 -1.8844  0.1057
H -6.0293 -0.1375 -0.8177  0.1102
H -3.2163 0.0340 -1.8157  0.1261
H -4.3822 -1.0369 -2.4664  0.1463
H -4.5485 -3.3595 0.5392  0.0789
H -5.7557 -2.4948 -0.4858  0.0911
H -4.6102 -3.5119 -1.1521  0.1032
H -1.6401 -1.4479 -1.1727  0.0655
H -1.9810 -3.0607 -0.4206  0.0832
H -2.6267 -2.6719 -2.0573  0.1054
H -6.2231 -1.0769 1.3978  0.0808
H -6.2228 0.2925 2.5121  0.1107
H -5.3372 -1.1352 2.8486  0.0912
H -3.4725 -2.5294 1.8998  0.0978
C 4.4996 1.8769 2.9682  -0.0620
C 3.9270 0.7356 3.8049  -0.5163
C 3.8751 1.1636 5.3157  -0.1152
C 3.0732 0.2120 6.2136  -0.1455
C 1.7097 -0.0435 5.5080  -0.1354
C 1.8505 -0.5882 4.0779  -0.5019
N 2.5500 0.4944 3.3538  -0.0846
O 2.5255 0.1708 1.9900  -0.0636
C 2.3461 -2.0573 4.0262  -0.0096
C 0.3898 -0.7204 3.6137  -0.0498
C 4.8886 -0.4647 3.6755  -0.0231
H 3.8426 2.7423 3.1436  0.0925
H 4.5276 1.4636 1.9785  0.0599
H 5.5020 2.1669 3.3057  0.0982
H 4.9296 1.2674 5.5736  0.1231
H 3.3943 2.1230 5.2251  0.1076
H 2.8570 0.6681 7.1868  0.1154
H 3.5505 -0.7715 6.3517  0.1076
H 1.1823 0.9351 5.3731  0.1332
H 1.1426 -0.7089 6.1366  0.1145
H 3.2018 -2.2163 4.6604  0.0638
H 1.4806 -2.5957 4.3267  0.0563
H 2.5125 -2.3249 2.9694  0.0866
H -0.0919 -1.1705 4.4693  0.0823
H -0.0215 0.2754 3.5302  0.0743
H 0.3376 -1.3650 2.7163  0.0733
H 4.7047 -1.0880 4.5465  0.0564
H 5.9357 -0.1011 3.7122  0.0973
H 4.7833 -1.0417 2.7388  0.0858
H 2.0548 0.9429 1.5676  0.1001
C -3.8460 5.2371 0.0703  -0.0294
C -2.6608 5.7858 0.8391  -0.5278
C -3.2638 6.6969 1.8987  -0.1098
C -2.1475 7.2097 2.8660  -0.1644
C -1.5395 6.0523 3.4970  -0.1723
C -0.8907 5.1055 2.4965  -0.5245
N -1.9162 4.7208 1.5115  -0.0783
O -1.4210 3.7868 0.5908  -0.0368
C 0.4566 5.6244 1.9181  0.0059
C -0.5933 3.8723 3.3389  -0.0383
C -1.8665 6.6004 -0.2011  -0.0253
H -4.3210 6.0353 -0.4876  0.0909
H -4.5987 4.8288 0.7439  0.0899
H -3.4157 4.4951 -0.5775  0.0566
H -3.8416 7.4931 1.4662  0.1220
H -3.9818 6.0972 2.4768  0.1272
H -2.6655 7.8018 3.6120  0.1212
H -1.4311 7.7821 2.2866  0.1035
H -2.3141 5.4321 4.0073  0.1439
H -0.7076 6.2312 4.1898  0.1316
H 0.7661 4.9246 1.1506  0.0620
H 0.3394 6.6287 1.5595  0.0547
H 1.1394 5.5538 2.7861  0.1017
H 0.1225 3.1884 2.9008  0.0704
H -0.2220 4.2739 4.2789  0.0873
H -1.5734 3.3793 3.4223  0.0895
H -2.5604 7.2073 -0.8005  0.1029
H -1.2634 5.9920 -0.8968  0.0610
H -1.1334 7.2357 0.3010  0.0590
H -0.9719 4.2438 -0.1313  0.0567



11 unconnected molecules or ions with the total composition C54H144B2F8N9O18, computed with wB97M-V/def2-TZVPD.

Calculated values
HOMO-LUMO gap in eV: 8.8005
Spin multiplicity: 1
Relative energy (zero: lowest compared OMol25 entry of this formula, charge and spin) in kcal/mol: 111.3
Total charge: +7

Last column: Löwdin charge in e.
Positions of all 235 atoms, in Å:
C -3.6594 3.1760 -3.8795  -0.1070
O -4.4187 3.5889 -4.9806  -0.1893
C -4.0363 4.9038 -5.4889  -0.1813
C -4.9605 5.3913 -6.6140  -0.0542
N -4.8784 4.2365 -7.5903  0.0579
H -3.9533 4.1697 -7.9900  0.1733
H -4.8531 3.3307 -7.1440  0.1578
C -5.9466 4.2676 -8.6711  -0.0698
C -5.7986 5.4131 -9.6471  -0.1700
O -6.2420 6.6306 -8.9834  -0.2084
C -6.1038 7.7065 -9.8224  -0.1055
H -3.9538 2.1359 -3.7391  0.1027
H -3.8715 3.7262 -2.9627  0.0916
H -2.5773 3.2269 -3.9998  0.0866
H -3.0181 4.9092 -5.8780  0.1179
H -4.0251 5.5875 -4.6400  0.1291
H -4.5074 6.2391 -7.1280  0.1379
H -5.9811 5.5882 -6.2859  0.1541
H -6.9284 4.2025 -8.2023  0.1531
H -5.7744 3.3089 -9.1604  0.1408
H -6.4819 5.1970 -10.4684  0.1451
H -4.7896 5.4554 -10.0574  0.1343
H -6.5252 7.4950 -10.8051  0.1067
H -5.0177 7.7468 -9.9063  0.0878
H -6.4328 8.6261 -9.3383  0.1103
C 6.0267 10.4659 -2.6316  -0.0326
O 5.7016 9.2077 -1.9746  -0.2172
C 6.6471 8.1559 -2.1511  -0.2135
C 6.2668 6.9431 -1.3326  -0.0817
N 6.0460 7.3631 0.1016  0.0644
H 6.7223 8.0434 0.4177  0.1729
H 5.2583 7.9950 0.1179  0.1703
C 6.2143 6.2655 1.1494  -0.0690
C 5.1397 5.2830 1.1182  -0.2397
O 4.9350 4.5285 -0.0623  -0.1946
C 3.6501 3.8253 -0.0199  -0.0472
H 5.4071 11.2787 -2.2528  0.0986
H 5.8036 10.2642 -3.6793  0.0856
H 7.0883 10.6931 -2.5342  0.1006
H 7.7051 8.4067 -2.0743  0.1433
H 6.5626 7.8296 -3.1877  0.1343
H 6.9513 6.1291 -1.5715  0.1559
H 5.2161 6.6977 -1.4871  0.1275
H 6.3091 6.8084 2.0898  0.1552
H 7.1789 5.8536 0.8528  0.1523
H 4.2283 5.8706 1.2285  0.1280
H 5.2568 4.5445 1.9114  0.1436
H 3.4554 3.1940 -0.8869  0.0952
H 2.7889 4.4769 0.1282  0.0791
H 3.7253 3.1824 0.8571  0.0885
C 4.9424 -7.4787 -8.7279  -0.0248
O 3.7271 -6.6830 -8.5469  -0.2027
C 4.0202 -5.3885 -8.9607  -0.2189
C 2.8457 -4.4441 -8.6795  -0.1207
N 2.0826 -4.8096 -7.5258  0.0654
H 2.2908 -5.7870 -7.3788  0.1569
H 2.5545 -4.3009 -6.7920  0.1785
C 0.5720 -4.6595 -7.5552  -0.0570
C -0.0404 -3.2673 -7.2661  -0.2330
O 0.6704 -2.6278 -6.2495  -0.1721
C 0.1325 -1.3374 -5.8312  -0.0525
H 5.0208 -7.5831 -9.8100  0.1038
H 4.7289 -8.4991 -8.4096  0.0998
H 5.8067 -7.0585 -8.2136  0.1018
H 4.2574 -5.4164 -10.0242  0.1457
H 4.8499 -4.9666 -8.3936  0.1298
H 2.2713 -4.1895 -9.5701  0.1474
H 3.2534 -3.4544 -8.4737  0.1409
H 0.1514 -5.2811 -6.7648  0.1293
H 0.2152 -5.0531 -8.5070  0.1482
H -1.0866 -3.5448 -7.1369  0.1329
H -0.0691 -2.7837 -8.2425  0.1276
H 0.2475 -1.3308 -4.7473  0.0965
H -0.9523 -1.2341 -5.8561  0.0832
H 0.4756 -0.5389 -6.4892  0.0940
C -3.0197 0.7358 8.7368  -0.0693
O -3.2476 2.1206 8.3966  -0.2329
C -3.8339 3.0159 9.3898  -0.1445
C -5.0997 3.7818 8.8854  -0.0305
N -4.9770 4.1465 7.3678  0.0753
H -4.9944 3.2038 7.0058  0.1415
H -5.8344 4.5510 7.0196  0.1806
C -3.7563 4.9693 6.9860  -0.1024
C -3.5026 4.9540 5.5145  -0.1943
O -3.8127 3.7239 4.8132  -0.1578
C -2.9664 2.6132 5.1157  -0.0793
H -2.7467 -0.0199 8.0003  0.0830
H -3.9606 0.3383 9.1174  0.0902
H -2.2566 0.6378 9.5090  0.0936
H -3.0254 3.7138 9.6073  0.1287
H -4.3240 2.5271 10.2319  0.1378
H -5.2423 4.7187 9.4238  0.1440
H -5.9287 3.0742 8.8726  0.1380
H -2.8571 4.5437 7.4314  0.1215
H -3.9798 5.9105 7.4883  0.1529
H -2.5562 5.4835 5.4043  0.1367
H -4.2356 5.6897 5.1836  0.1304
H -2.0121 2.9994 5.4740  0.0866
H -2.6562 2.1432 4.1825  0.0961
H -3.3796 1.9001 5.8291  0.0741
C 3.3545 -8.3261 3.2766  -0.0722
O 3.3789 -7.6919 2.0135  -0.1948
C 4.7135 -7.2661 1.5862  -0.1916
C 4.6343 -6.0912 0.6798  -0.1034
N 3.8657 -4.9801 1.3783  0.0888
H 3.0793 -5.3660 1.8809  0.1546
H 4.4270 -4.5906 2.1222  0.1654
C 3.3890 -3.9009 0.3757  -0.0313
C 4.6082 -2.9367 0.0820  -0.1456
O 5.1725 -2.3566 1.3327  -0.2200
C 6.2782 -1.5060 1.0998  -0.0938
H 3.6822 -7.5434 3.9609  0.0917
H 4.0546 -9.1614 3.2704  0.0976
H 2.3836 -8.6870 3.6160  0.1014
H 5.3974 -8.0150 1.1866  0.1425
H 5.3028 -6.9114 2.4318  0.1302
H 4.0258 -6.3513 -0.1864  0.1340
H 5.6276 -5.7677 0.3685  0.1441
H 2.6905 -3.4315 1.0684  0.1339
H 2.8647 -4.2496 -0.5140  0.1345
H 4.2570 -2.0921 -0.5108  0.1191
H 5.3439 -3.4027 -0.5736  0.1174
H 6.4394 -1.0675 2.0846  0.0834
H 6.0649 -0.7329 0.3616  0.0940
H 7.1254 -2.1825 0.9871  0.1008
C 2.8560 3.6915 6.0664  -0.0679
O 3.1076 2.3047 6.3107  -0.1979
C 2.0928 1.6883 7.0646  -0.2239
C 1.8538 0.2814 6.5921  -0.0447
N 3.1279 -0.6271 6.6517  0.1066
H 3.5724 -0.5954 7.5581  0.1599
H 2.8135 -1.5765 6.5101  0.1639
C 4.2761 -0.4789 5.5907  -0.0458
C 5.5106 -1.3550 5.9295  -0.1950
O 5.7785 -1.3035 7.3173  -0.1715
C 6.5956 -0.1957 7.6060  -0.0918
H 1.9437 3.7173 5.4705  0.0864
H 3.7311 4.1350 5.5913  0.0932
H 2.6505 4.2530 6.9778  0.0961
H 1.1745 2.2752 7.0449  0.1223
H 2.2900 1.6836 8.1366  0.1383
H 1.4942 0.1939 5.5669  0.1391
H 1.1686 -0.2794 7.2279  0.1385
H 4.5193 0.5836 5.5858  0.1053
H 3.8039 -0.8408 4.6774  0.1302
H 6.4024 -1.1274 5.3457  0.1292
H 5.3190 -2.3828 5.6213  0.1302
H 6.4081 0.7292 7.0606  0.0855
H 7.5766 -0.4962 7.2381  0.1005
H 6.6366 0.0504 8.6670  0.1071
C 2.9572 9.1076 -6.8196  -0.0579
O 1.7489 8.9349 -6.0811  -0.1990
C 1.5049 7.6509 -5.5422  -0.1881
C 0.0493 7.7156 -4.8820  -0.0372
N 0.0622 8.8945 -3.8919  0.0705
H 0.4230 9.7164 -4.3550  0.1628
H -0.8987 9.1514 -3.7166  0.1738
C 0.8709 8.7405 -2.6094  -0.0259
C 0.4635 7.4092 -1.8111  -0.1931
O -0.9228 7.2719 -1.6264  -0.1797
C -1.2710 6.3588 -0.6423  -0.1044
H 3.7463 9.3528 -6.1088  0.0835
H 2.8488 9.9859 -7.4560  0.1057
H 3.2937 8.2906 -7.4578  0.1000
H 2.2392 7.4499 -4.7621  0.1102
H 1.6455 6.8076 -6.2184  0.1325
H -0.0095 6.7450 -4.3896  0.1130
H -0.7605 7.8246 -5.6034  0.1341
H 0.5439 9.6333 -2.0763  0.1414
H 1.9247 8.7932 -2.8827  0.1285
H 0.9676 7.4954 -0.8485  0.1227
H 0.8737 6.5385 -2.3226  0.1155
H -0.8844 6.6874 0.3224  0.0990
H -0.8472 5.3697 -0.8162  0.0888
H -2.3196 6.0617 -0.6615  0.1021
C -8.6079 -4.6503 3.4260  -0.0720
O -7.6968 -4.2717 2.3758  -0.1817
C -7.1937 -2.9365 2.5068  -0.1747
C -6.0234 -2.8595 3.5317  -0.0580
N -5.0732 -3.9996 3.1544  0.0744
H -5.6735 -4.8119 3.1593  0.1500
H -4.7870 -3.8828 2.1929  0.1665
C -3.8085 -4.2173 4.0645  -0.0333
C -4.0437 -4.1481 5.5779  -0.1597
O -5.2771 -4.8685 5.9231  -0.2085
C -5.9440 -4.4423 7.1182  -0.0952
H -8.8311 -5.7166 3.3906  0.1017
H -9.5594 -4.1189 3.4440  0.1021
H -8.2602 -4.6141 4.4584  0.0790
H -8.0134 -2.2854 2.8105  0.1335
H -6.8459 -2.6173 1.5243  0.1287
H -6.4068 -3.1659 4.5049  0.1116
H -5.3854 -1.9775 3.4759  0.1399
H -3.1206 -3.4754 3.6591  0.1331
H -3.3816 -5.1909 3.8237  0.1342
H -3.9801 -3.0970 5.8592  0.1132
H -3.3886 -4.6279 6.3051  0.1439
H -5.4061 -4.6992 8.0308  0.0935
H -6.8796 -4.9886 7.2380  0.0954
H -6.2123 -3.3891 7.2011  0.0833
C -2.3157 -5.6678 -1.7791  -0.0888
O -2.3468 -7.0536 -1.7699  -0.2144
C -2.9357 -7.7503 -2.8393  -0.1765
C -2.3849 -9.2020 -3.0740  -0.0574
N -2.2788 -9.9423 -1.7593  0.0602
H -3.0753 -9.6531 -1.2098  0.1763
H -2.2862 -10.9218 -2.0055  0.1702
C -0.9944 -9.7155 -1.0205  -0.0664
C -0.8995 -10.5434 0.3326  -0.1520
O -2.1727 -10.8269 0.9142  -0.1974
C -2.6736 -12.1604 0.8407  -0.0691
H -2.1719 -5.3645 -0.7420  0.1027
H -3.2406 -5.2052 -2.1233  0.0931
H -1.5472 -5.4087 -2.5074  0.0926
H -2.8014 -7.2121 -3.7777  0.1258
H -4.0204 -7.7789 -2.7357  0.1351
H -1.4914 -9.3774 -3.6733  0.1352
H -3.0942 -9.7868 -3.6596  0.1392
H -1.0333 -8.6541 -0.7754  0.1162
H -0.1944 -9.9761 -1.7134  0.1364
H -0.2688 -9.9264 0.9727  0.1254
H -0.3548 -11.4742 0.1748  0.1274
H -2.8066 -12.4457 -0.2028  0.0800
H -3.6313 -12.0404 1.3473  0.1029
H -2.1462 -12.9367 1.3951  0.1038
B -0.8949 -0.4623 0.6028  -1.4021
F -0.5724 0.8970 0.5394  0.0706
F -0.4274 -0.9707 1.7816  0.1223
F -2.2519 -0.6157 0.4830  0.1137
F -0.2659 -1.0583 -0.4706  0.0951
B 1.1644 -4.9429 4.9094  -1.3741
F 0.6623 -3.9343 5.6945  0.1108
F 0.8090 -6.2153 5.4136  0.0866
F 0.7491 -4.7947 3.6341  0.1381
F 2.5683 -4.8562 4.9386  0.0630



no.,maximum force (eV Å⁻¹)
1,5.0
2,3.5